{
  "formula": "C46H92O15S",
  "method": "ωB97M-V/def2-TZVPD",
  "symbols": ["H", "C", "C", "H", "C", "H", "H", "C", "H", "C", "H", "H", "H", "H", "O", "H", "H", "H", "H", "O", "H", "H", "O", "H", "C", "O", "H", "C", "H", "H", "H", "H", "H", "O", "H", "H", "C", "H", "C", "H", "H", "H", "H", "O", "H", "H", "O", "H", "H", "C", "C", "H", "H", "H", "H", "C", "O", "C", "H", "H", "C", "H", "C", "H", "C", "H", "H", "H", "C", "C", "C", "C", "H", "H", "H", "C", "H", "H", "H", "O", "O", "H", "H", "H", "C", "C", "H", "C", "H", "H", "C", "H", "S", "C", "C", "H", "H", "O", "C", "H", "C", "H", "H", "H", "H", "H", "H", "H", "H", "H", "O", "H", "C", "H", "C", "H", "H", "C", "O", "C", "C", "H", "H", "H", "O", "H", "H", "C", "H", "C", "H", "C", "C", "H", "H", "H", "H", "C", "C", "H", "H", "C", "C", "C", "H", "H", "C", "H", "C", "H", "O", "H", "H", "C"],
  "coordinates": [[-0.567, 5.640, -6.863], [3.356, 4.880, -15.999], [1.248, 5.946, -16.168], [-4.469, 11.263, -13.051], [-1.959, 12.180, -11.568], [0.542, 9.349, -17.506], [-0.021, 4.567, -9.814], [0.341, 6.474, -8.726], [-2.107, 7.284, -12.403], [1.358, 4.355, -8.196], [-3.324, 0.307, -9.529], [-1.684, 6.744, -10.712], [-2.177, 10.613, -16.303], [6.558, 6.471, -12.189], [1.776, 5.846, -17.500], [-3.198, 7.575, -8.725], [-1.327, 3.737, -13.628], [4.414, 5.113, -15.869], [-4.188, 7.733, -12.109], [-0.731, 9.721, -15.215], [-4.591, 2.412, -9.460], [-4.817, 9.261, -8.075], [-4.701, 5.481, -16.648], [-2.523, 3.732, -8.199], [-5.179, 8.239, -8.213], [-0.085, 5.234, -13.033], [-5.936, 8.087, -7.430], [-3.771, 9.278, -13.553], [-6.935, 1.905, -13.356], [-1.586, 6.369, -16.959], [0.282, 12.233, -16.556], [0.615, 6.984, -6.608], [1.045, 7.285, -8.876], [0.564, 1.215, -16.354], [6.212, 5.903, -9.973], [2.937, 6.832, -15.253], [5.866, 5.632, -12.110], [-2.671, 6.787, -18.299], [-1.652, 6.522, -11.773], [-0.964, 1.629, -10.957], [1.240, 10.348, -14.690], [-1.006, 0.422, -9.635], [-3.652, 7.004, -7.135], [-5.498, 4.383, -12.347], [-2.434, 4.417, -18.744], [-0.867, 2.263, -15.247], [0.064, 9.617, -11.748], [0.540, -0.870, -16.549], [-6.811, 10.633, -13.336], [-1.454, 1.342, -10.027], [-1.017, 12.680, -10.507], [-3.274, 5.141, -12.360], [3.286, 3.874, -15.574], [-1.789, 5.260, -14.310], [-4.830, 4.293, -18.279], [-2.736, 4.693, -17.734], [-0.862, 9.531, -9.488], [-3.519, 2.461, -9.661], [0.919, 8.646, -15.195], [-4.542, 10.963, -14.763], [-0.181, 6.423, -12.267], [-1.650, 12.184, -12.615], [3.630, 5.259, -11.753], [-6.402, 9.212, -14.256], [-4.410, 8.793, -12.250], [-3.220, 0.949, -11.221], [-2.730, 2.015, -7.654], [0.683, 3.501, -8.027], [-2.981, 1.117, -10.169], [-2.561, 6.173, -17.405], [-5.236, 3.007, -12.531], [-4.197, 4.370, -17.391], [-0.850, 0.006, -14.380], [-1.375, 11.710, -15.105], [2.315, 3.854, -8.362], [-3.656, 6.427, -16.383], [-0.603, 11.385, -17.892], [6.214, 4.218, -10.442], [2.667, 5.764, -11.800], [4.566, 5.977, -12.534], [-0.015, 11.675, -10.490], [1.563, 5.341, -10.124], [0.835, 2.545, -14.853], [2.217, 5.562, -14.231], [-1.238, 10.901, -15.829], [2.855, 4.947, -17.458], [-2.106, 4.054, -17.105], [2.446, 5.855, -15.250], [-0.693, 6.722, -8.962], [-5.051, 6.579, -10.848], [-5.769, 4.919, -13.627], [3.497, 4.254, -12.183], [-0.690, 10.219, -10.712], [-6.139, 2.565, -13.699], [0.344, 6.129, -7.226], [-4.848, 5.024, -14.218], [-1.517, 12.809, -9.545], [-5.790, 9.117, -12.288], [0.051, 0.601, -14.190], [-3.383, 3.224, -10.429], [0.102, 1.778, -15.123], [-5.287, 2.415, -11.617], [-1.983, 4.438, -11.365], [-3.900, 9.229, -11.388], [2.123, -0.066, -16.620], [3.976, 6.083, -9.788], [-2.971, 12.583, -11.575], [-6.545, 6.217, -9.919], [-4.301, 3.453, -16.805], [-2.725, 9.569, -13.445], [-2.101, 10.789, -11.162], [-3.930, 5.400, -9.260], [-5.558, 6.684, -9.897], [-4.167, 2.880, -12.792], [-1.388, 4.801, -13.394], [-0.566, 13.639, -10.760], [6.265, 4.862, -12.781], [0.698, 9.693, -15.380], [1.449, 5.224, -7.089], [1.278, -0.187, -14.599], [-0.185, 11.308, -16.893], [-6.199, 5.907, -13.471], [0.587, 6.405, -11.493], [-3.291, 6.316, -15.354], [-1.314, 2.440, -9.130], [-7.679, 4.054, -13.901], [1.850, 10.428, -17.065], [-6.673, 3.873, -14.285], [2.614, 3.938, -17.815], [5.748, 5.181, -10.645], [-5.546, 1.996, -14.419], [-4.699, 6.024, -8.797], [0.820, 10.156, -16.827], [0.058, 7.309, -12.869], [-4.159, 7.395, -16.422], [3.931, 4.351, -9.721], [3.670, 5.299, -18.097], [1.153, -0.072, -16.119], [-6.028, 9.883, -13.470], [0.635, 6.843, -16.096], [-3.790, 8.544, -14.361], [-2.571, 2.687, -8.500], [0.782, 5.164, -9.386], [-4.047, 7.233, -8.127], [2.219, 0.291, -14.320], [0.550, 5.097, -16.083], [4.228, 5.184, -10.356], [-6.694, 3.951, -15.368], [-4.678, 10.484, -13.791], [-5.254, 5.386, -8.110], [-5.715, 8.053, -9.493], [-0.031, 0.780, -13.114], [1.275, -1.216, -14.244], [-2.202, 5.159, -12.158]],
  "lowdin_charge": [0.12, -0.15, -0.20, 0.10, -0.13, 0.11, 0.10, -0.14, 0.09, -0.21, 0.11, 0.09, 0.11, 0.11, -0.13, 0.10, 0.10, 0.10, 0.08, -0.17, 0.12, 0.12, -0.16, 0.11, -0.22, -0.14, 0.12, -0.15, 0.10, 0.09, 0.11, 0.12, 0.12, -0.14, 0.10, 0.12, -0.21, 0.12, -0.12, 0.10, 0.12, 0.12, 0.11, -0.16, 0.11, 0.10, -0.21, 0.12, 0.12, -0.18, -0.17, 0.09, 0.10, 0.11, 0.12, -0.15, -0.21, -0.19, 0.09, 0.11, -0.18, 0.13, -0.22, 0.12, -0.22, 0.10, 0.13, 0.10, -0.15, -0.14, -0.21, -0.19, 0.12, 0.10, 0.10, -0.20, 0.11, 0.10, 0.09, -0.14, -0.18, 0.06, 0.12, 0.09, -0.20, -0.21, 0.10, -0.15, 0.08, 0.08, -0.20, 0.13, 0.59, -0.14, -0.18, 0.10, 0.14, -0.11, -0.18, 0.08, -0.21, 0.10, 0.10, 0.11, 0.12, 0.12, 0.13, 0.12, 0.11, 0.09, -0.22, 0.08, -0.17, 0.11, -0.18, 0.14, 0.11, -0.18, -0.14, -0.16, -0.15, 0.13, 0.08, 0.09, -0.17, 0.11, 0.11, -0.14, 0.11, -0.15, 0.10, -0.15, -0.16, 0.10, 0.12, 0.10, 0.11, -0.20, -0.20, 0.09, 0.10, -0.18, -0.14, -0.16, 0.12, 0.12, -0.16, 0.10, -0.16, 0.11, -0.13, 0.10, 0.11, -0.14],
  "homo_lumo_gap_ev": 9.3812,
  "spin_multiplicity": 1,
  "homo_ev": -9.08,
  "smiles": "O=S1(=O)OCCO1.C1CCOC1.C1CCOC1.C1CCOC1.C1CCOC1.C1CCOC1.C1CCOC1.C1CCOC1.C1CCOC1.C1CCOC1.C1CCOC1.C1CCOC1",
  "total_energy_ha": -3334.46649
}